Molecular formula: C22H28N4O5S
Method: DFT, ωB97M-V/def2-TZVPD

Properties
LUMO level (eV): 0.247
SMILES: O=C(C1CC1)N1CCC(c2nc(-c3ccc(S(=O)(=O)NC[C@H]4CCCO4)cc3)no2)CC1
ΔE to the lowest compared entry with this formula, charge and spin (eV): 3.4845
Kohn-Sham gap (Ha): 0.33945
Highest occupied orbital energy (eV): -8.99

```
! RIJCOSX wB97M-V def2-TZVPD def2/J DEFGRID3
* xyz 0 1
O 0.654 2.290 -0.624
C 1.557 2.595 -1.388
C 2.983 2.376 -1.015
C 3.394 2.814 0.371
C 3.237 1.365 0.074
N 1.284 3.170 -2.592
C 2.220 3.518 -3.633
C 2.311 2.379 -4.669
C 1.011 1.564 -4.621
C 1.041 0.605 -3.483
N 0.030 0.188 -2.790
C 0.604 -0.621 -1.849
C -0.147 -1.263 -0.790
C -1.531 -1.100 -0.733
C -2.246 -1.680 0.298
C -1.574 -2.411 1.258
S -2.503 -3.162 2.595
O -3.793 -3.541 2.101
O -1.668 -4.154 3.208
N -2.777 -1.992 3.746
C -1.620 -1.434 4.405
C -1.368 0.031 4.021
C 0.051 0.510 4.391
C 0.731 0.665 3.030
C -0.461 1.008 2.144
O -1.508 0.178 2.614
C -0.205 -2.589 1.207
C 0.517 -2.012 0.180
N 1.902 -0.709 -1.991
O 2.200 0.082 -3.056
C -0.187 2.503 -4.439
C -0.089 3.190 -3.064
H 3.723 2.441 -1.798
H 2.632 3.287 0.971
H 4.385 3.224 0.495
H 2.368 0.863 0.471
H 4.114 0.745 -0.017
H 1.833 4.423 -4.113
H 3.197 3.761 -3.220
H 3.157 1.726 -4.454
H 2.449 2.797 -5.667
H 0.901 0.987 -5.545
H -2.019 -0.515 -1.496
H -3.317 -1.585 0.369
H -3.448 -1.309 3.433
H -0.770 -2.061 4.127
H -1.758 -1.500 5.491
H -2.132 0.652 4.514
H 0.004 1.470 4.904
H 0.558 -0.205 5.036
H 1.168 -0.281 2.709
H 1.497 1.437 3.021
H -0.738 2.065 2.267
H -0.314 0.809 1.085
H 0.270 -3.192 1.966
H 1.588 -2.125 0.110
H -1.114 1.937 -4.497
H -0.176 3.239 -5.244
H -0.439 4.226 -3.124
H -0.686 2.659 -2.321
*
```


Molecular formula: C24H35Br54N5O2
Method: DFT, ωB97M-V/def2-TZVPD

Properties
LUMO level (eV): -0.408
Kohn-Sham gap (Ha): 0.29919
Highest occupied orbital energy (eV): -8.55

```
! RIJCOSX wB97M-V def2-TZVPD def2/J DEFGRID3
* xyz 0 1
C -2.749 6.566 -2.069
C -1.587 6.013 -1.216
C -0.281 5.840 -1.982
N 0.498 7.020 -2.188
O -0.253 7.951 -2.975
C 0.488 9.106 -3.052
O 1.424 9.167 -3.731
N -0.021 10.137 -2.265
C -0.862 11.077 -3.007
C -0.707 12.532 -2.562
N -1.407 12.684 -1.295
N -1.322 13.440 -3.536
N 0.668 12.947 -2.407
H -2.996 7.566 -1.747
H -2.414 6.630 -3.097
H -3.612 5.918 -2.043
H -1.899 5.038 -0.861
H -1.427 6.603 -0.325
H 0.349 5.168 -1.396
H -0.498 5.325 -2.919
H 0.782 7.443 -1.311
H 0.709 10.593 -1.738
H -1.895 10.805 -2.814
H -0.733 11.012 -4.084
H -2.374 12.417 -1.416
H -1.376 13.657 -1.019
H -0.871 13.367 -4.438
H -2.313 13.248 -3.631
H 0.831 13.303 -1.479
H 1.337 12.236 -2.658
C -4.185 3.735 -0.205
Br -5.287 5.285 0.101
Br -3.805 3.480 -2.077
Br -2.574 3.813 0.844
H -4.741 2.872 0.130
C 1.138 2.045 0.312
Br 0.665 2.554 -1.485
Br 1.267 3.573 1.483
Br -0.064 0.710 1.007
H 2.121 1.598 0.270
C -0.578 -3.282 2.893
Br 1.056 -2.903 1.958
Br -0.292 -3.444 4.792
Br -1.940 -1.981 2.479
H -0.934 -4.241 2.542
C -8.873 7.623 0.692
Br -9.990 9.156 1.030
Br -8.557 7.365 -1.190
Br -7.227 7.715 1.683
H -9.409 6.754 1.048
C -7.839 6.017 5.489
Br -6.684 4.908 4.418
Br -9.238 6.814 4.430
Br -8.540 5.063 7.006
H -7.233 6.826 5.871
C 1.623 2.973 -5.416
Br 0.091 1.861 -5.027
Br 1.552 4.658 -4.489
Br 3.278 2.051 -5.081
H 1.585 3.190 -6.472
C 1.951 -7.020 1.346
Br 3.179 -6.694 -0.099
Br 2.487 -6.130 2.966
Br 0.136 -6.591 0.845
H 1.978 -8.081 1.552
C 5.398 -2.737 -0.399
Br 6.360 -3.957 -1.539
Br 3.847 -2.007 -1.280
Br 4.931 -3.556 1.279
H 6.060 -1.913 -0.182
C 3.077 -11.486 1.801
Br 3.750 -12.918 2.896
Br 1.578 -10.606 2.637
Br 4.464 -10.231 1.333
H 2.720 -11.929 0.882
C 2.047 0.002 -9.076
Br 1.008 1.555 -8.576
Br 1.976 -0.303 -10.977
Br 3.864 0.099 -8.449
H 1.589 -0.851 -8.599
C 5.494 -15.661 3.923
Br 5.078 -16.189 2.117
Br 4.463 -16.653 5.215
Br 7.383 -15.771 4.281
H 5.211 -14.622 4.025
C 4.752 -14.833 -1.822
Br 3.249 -15.897 -1.258
Br 4.654 -13.055 -1.090
Br 6.416 -15.674 -1.356
H 4.710 -14.755 -2.898
C 0.206 5.502 -8.406
Br -0.331 5.975 -10.195
Br 0.317 7.048 -7.265
Br -0.944 4.139 -7.661
H 1.199 5.079 -8.474
C 0.633 -19.004 0.359
Br -0.425 -17.403 0.539
Br 0.680 -19.622 -1.465
Br 2.406 -18.759 1.070
H 0.154 -19.773 0.946
C 3.757 -12.385 6.894
Br 3.726 -12.208 8.811
Br 4.021 -14.223 6.359
Br 2.184 -11.622 6.083
H 4.606 -11.821 6.535
C -1.243 6.791 3.561
Br 0.178 7.118 2.305
Br -0.912 7.609 5.274
Br -2.936 7.301 2.813
H -1.281 5.722 3.718
C -7.136 0.656 5.419
Br -5.716 1.116 4.200
Br -6.856 1.419 7.166
Br -8.865 1.122 4.708
H -7.117 -0.417 5.535
C 4.921 -6.488 6.338
Br 4.102 -7.914 5.339
Br 4.018 -4.811 6.032
Br 5.038 -6.903 8.215
H 5.931 -6.378 5.971
*
```


Molecular formula: C36H42AlBO4PS
Method: DFT, ωB97M-V/def2-TZVPD

Properties
LUMO level (eV): 2.060
Kohn-Sham gap (Ha): 0.24975
Highest occupied orbital energy (eV): -4.74

```
! RIJCOSX wB97M-V def2-TZVPD def2/J DEFGRID3
* xyz -1 1
O 2.599 4.697 1.288
B 1.182 5.139 1.067
O 0.975 6.463 0.446
Al -0.297 3.809 1.616
P -2.445 4.420 0.982
O -3.428 4.422 2.451
O -2.575 5.973 0.203
S -3.159 2.994 -0.170
H 2.505 3.683 1.349
H 0.921 7.200 1.139
H -0.283 3.532 3.204
H 0.058 2.407 0.901
H -2.853 4.194 3.257
H -3.208 6.501 0.806
C -6.349 10.156 -1.110
C -6.982 8.915 -1.045
C -6.658 8.018 -0.028
C -5.707 8.366 0.932
C -5.077 9.609 0.870
C -5.394 10.502 -0.153
H -6.599 10.853 -1.905
H -7.728 8.646 -1.789
H -7.146 7.048 0.018
H -5.458 7.669 1.728
H -4.338 9.881 1.619
H -4.899 11.468 -0.204
C -4.375 0.408 1.962
C -3.314 -0.323 2.497
C -3.566 -1.397 3.350
C -4.881 -1.747 3.661
C -5.941 -1.019 3.123
C -5.689 0.061 2.277
H -4.178 1.247 1.300
H -2.290 -0.055 2.249
H -2.740 -1.962 3.772
H -5.078 -2.587 4.322
H -6.966 -1.292 3.363
H -6.515 0.632 1.862
C -0.195 -2.267 1.554
C -1.176 -2.694 0.660
C -0.809 -3.286 -0.548
C 0.540 -3.462 -0.857
C 1.521 -3.039 0.039
C 1.154 -2.438 1.243
H -0.481 -1.802 2.494
H -2.227 -2.563 0.904
H -1.574 -3.612 -1.248
H 0.825 -3.928 -1.796
H 2.572 -3.177 -0.202
H 1.919 -2.103 1.938
C 5.423 -5.954 -0.989
C 4.087 -5.643 -1.243
C 3.637 -5.513 -2.556
C 4.522 -5.703 -3.618
C 5.857 -6.018 -3.365
C 6.309 -6.138 -2.051
H 5.774 -6.051 0.034
H 3.396 -5.502 -0.415
H 2.598 -5.265 -2.753
H 4.170 -5.607 -4.642
H 6.546 -6.167 -4.192
H 7.350 -6.378 -1.854
C 1.955 -0.596 4.826
C 1.184 -0.938 5.937
C 1.802 -1.211 7.158
C 3.190 -1.131 7.270
C 3.960 -0.785 6.160
C 3.343 -0.521 4.937
H 1.473 -0.387 3.875
H 0.102 -0.994 5.852
H 1.202 -1.485 8.021
H 3.671 -1.339 8.222
H 5.042 -0.721 6.248
H 3.944 -0.257 4.071
C 4.025 -3.411 -9.210
C 5.086 -4.142 -8.675
C 4.834 -5.216 -7.822
C 3.519 -5.565 -7.511
C 2.459 -4.837 -8.049
C 2.711 -3.757 -8.895
H 4.222 -2.572 -9.872
H 6.110 -3.873 -8.922
H 5.660 -5.781 -7.400
H 3.322 -6.405 -6.850
H 1.434 -5.111 -7.808
H 1.885 -3.187 -9.309
*
```


Molecular formula: C2H5Cl3Si
Method: DFT, ωB97M-V/def2-TZVPD

Properties
LUMO level (eV): 0.555
SMILES: C[C@H](Cl)[SiH](Cl)Cl
ΔE to the lowest compared entry with this formula, charge and spin (eV): 2.8161
Kohn-Sham gap (Ha): 0.36065
Highest occupied orbital energy (eV): -9.26

```
! RIJCOSX wB97M-V def2-TZVPD def2/J DEFGRID3
* xyz 0 1
C 0.755 -0.849 0.841
C -0.170 -0.784 -0.395
Cl 0.486 -1.367 -1.892
Si -0.619 1.382 -0.502
Cl 1.111 2.219 0.166
Cl -2.280 1.528 0.554
H 1.497 -0.148 0.596
H 0.245 -0.551 1.770
H 1.182 -1.824 0.936
H -1.208 -1.259 -0.222
H -0.999 1.652 -1.854
*
```


Molecular formula: C34H63Br2Cl3N12S2SiTm
Method: DFT, ωB97M-V/def2-TZVPD

Properties
LUMO level (spin up / spin down) (eV): -2.194 / -2.191
Kohn-Sham gap (spin up / spin down) (Ha): 0.25035 / 0.25040
Highest occupied orbital energy (spin up / spin down) (eV): -9.01 / -9.00

```
! RIJCOSX wB97M-V def2-TZVPD def2/J DEFGRID3
* xyz 1 3
Tm -0.340 -0.137 0.356
C 2.255 4.810 2.770
N 1.746 4.002 1.657
C 1.510 4.734 0.419
C 1.310 2.711 1.853
N 0.240 2.185 1.321
C -0.831 3.126 0.944
C -2.200 2.499 0.789
N -2.233 1.431 -0.221
C -2.146 1.929 -1.620
C -0.776 2.181 -2.223
N -0.152 0.926 -2.579
C 0.508 0.865 -3.700
N 1.007 1.935 -4.396
C 1.483 3.103 -3.713
C 1.112 1.962 -5.846
N 0.703 -0.348 -4.322
C 1.938 -0.717 -5.001
C -0.398 -1.244 -4.469
C -3.542 0.746 -0.125
C -3.609 -0.691 -0.659
N -2.846 -1.579 0.192
C -3.258 -2.819 0.171
N -4.139 -3.324 -0.748
C -4.149 -2.959 -2.145
C -5.299 -4.065 -0.294
N -2.852 -3.734 1.102
C -2.878 -5.159 0.914
C -2.642 -3.310 2.486
N 2.075 1.986 2.777
C 1.492 1.699 4.080
C 3.512 2.044 2.695
H 1.725 5.785 2.790
H 2.098 4.348 3.721
H 3.308 5.023 2.663
H 2.355 5.395 0.275
H 1.399 4.060 -0.423
H 0.609 5.322 0.506
H -0.875 3.872 1.737
H -0.608 3.714 0.051
H -2.524 2.070 1.753
H -2.858 3.332 0.509
H -2.632 1.211 -2.246
H -2.734 2.866 -1.712
H -0.950 2.818 -3.075
H -0.160 2.772 -1.548
H 1.642 2.860 -2.649
H 2.458 3.360 -4.142
H 0.788 3.958 -3.821
H 0.661 1.071 -6.294
H 0.651 2.852 -6.263
H 2.173 1.965 -6.138
H 2.777 -0.112 -4.643
H 2.118 -1.778 -4.742
H 1.843 -0.619 -6.083
H -1.231 -0.880 -3.850
H -0.711 -1.301 -5.519
H -0.164 -2.253 -4.128
H -3.815 0.678 0.938
H -4.283 1.368 -0.631
H -4.669 -0.959 -0.634
H -3.273 -0.728 -1.698
H -3.131 -2.725 -2.468
H -4.510 -3.809 -2.718
H -4.806 -2.128 -2.378
H -5.373 -4.045 0.796
H -6.201 -3.609 -0.706
H -5.295 -5.122 -0.629
H -2.895 -5.409 -0.143
H -1.952 -5.579 1.332
H -3.763 -5.638 1.392
H -3.598 -3.282 3.037
H -2.019 -4.056 2.975
H -2.167 -2.357 2.518
H 0.678 2.358 4.304
H 1.104 0.665 4.159
H 2.255 1.814 4.849
H 3.919 1.463 3.542
H 3.979 3.050 2.747
H 3.872 1.522 1.806
Br 2.305 -1.689 3.119
C 1.818 -3.588 2.957
Br 0.475 -3.808 1.613
H 1.470 -3.911 3.934
H 2.699 -4.143 2.693
S -0.584 -2.338 -1.275
C 1.120 -2.416 -1.282
N 1.864 -1.735 -0.445
C 3.188 -2.060 -0.581
C 4.272 -1.631 0.187
C 5.539 -2.135 -0.055
C 5.789 -3.047 -1.083
C 4.736 -3.474 -1.874
C 3.476 -2.971 -1.603
S 1.997 -3.444 -2.340
H 4.102 -0.980 1.030
H 6.334 -1.854 0.606
H 6.780 -3.458 -1.245
H 4.844 -4.195 -2.666
Cl 4.090 3.791 -1.391
C 4.223 2.038 -1.209
Cl 5.538 1.635 -0.098
Cl 4.440 1.291 -2.804
C 2.949 1.466 -0.704
N 1.964 0.944 -0.437
C -1.703 1.749 4.164
Si -1.603 0.058 3.181
C -3.508 -0.269 3.359
C -0.950 -1.071 4.600
H -1.216 1.639 5.141
H -2.765 2.033 4.355
H -1.220 2.601 3.689
H -3.785 -0.446 4.393
H -3.856 -1.113 2.777
H -4.112 0.574 3.027
H -1.593 -1.073 5.484
H 0.053 -0.823 4.893
H -0.978 -2.119 4.306
*
```